1.
C4H11NO2 | ωB97M-V with the def2-TZVPD basis set

Results
Orbital gap = 8.8 eV
Calculated total energy = -9908.614 eV
SMILES string = C=NC(=C)C.O.O
Total charge = 0

Atoms and positions in Å:
C -0.83 0.85 0.02
N 0.40 0.49 0.41
C 0.77 -0.83 0.40
C 1.88 -1.23 1.00
C -0.11 -1.83 -0.13
H -1.34 1.56 0.68
H -1.61 0.19 -0.42
H 2.50 -0.51 1.49
H 2.29 -2.18 1.00
H -0.34 -1.58 -1.13
H -1.06 -1.89 0.41
H 0.32 -2.77 0.05
O 2.71 3.87 -2.33
H 2.29 3.63 -1.56
H 2.42 4.77 -2.62
O -4.09 -1.63 0.97
H -3.55 -1.76 1.76
H -3.93 -2.54 0.65

2.
C4H11NO2 | ωB97M-V with the def2-TZVPD basis set

Results
Orbital gap = 9.2 eV
Calculated total energy = -9909.565 eV
SMILES string = C=C/C=C/N.O.O
Total charge = 0

Atoms and positions in Å:
C 2.22 1.53 -0.27
C 1.68 0.36 -0.56
C 0.51 0.25 -1.48
C -0.76 0.42 -1.05
N -1.79 0.50 -2.00
H 2.89 1.63 0.58
H 2.10 2.43 -0.87
H 1.96 -0.60 -0.17
H 0.57 -0.22 -2.45
H -0.84 0.61 0.01
H -2.55 -0.15 -1.82
H -1.44 0.28 -2.92
O -0.70 -2.88 1.20
H -0.74 -1.98 0.87
H -1.56 -3.04 1.63
O -0.63 -0.12 3.19
H -1.15 0.63 2.86
H 0.22 0.34 3.25

3.
C4H11NO2 | ωB97M-V with the def2-TZVPD basis set

Results
Orbital gap = 10.3 eV
Calculated total energy = -9910.022 eV
SMILES string = CCC(=O)NC.O
Total charge = 0

Atoms and positions in Å:
C -0.46 -0.25 -1.85
C -0.57 1.18 -1.11
C 0.66 1.40 -0.22
O 1.82 1.51 -0.53
N 0.19 1.70 1.10
C 1.25 2.34 1.82
H 0.51 -0.22 -2.31
H -0.49 -1.17 -1.19
H -1.26 -0.27 -2.67
H -1.58 1.38 -0.72
H -0.41 1.80 -2.04
H -0.45 0.99 1.61
H 2.19 2.59 1.14
H 1.73 1.84 2.72
H 0.94 3.34 2.30
O -1.35 -6.04 0.34
H -0.64 -5.84 0.92
H -2.10 -6.29 0.69

4.
C4H11NO2 | ωB97M-V with the def2-TZVPD basis set

Results
Orbital gap = 10.2 eV
Calculated total energy = -9911.107 eV
SMILES string = CC(C)(N)C(O)O
Total charge = 0

Atoms and positions in Å:
C 1.01 1.26 0.28
C 0.25 -0.01 -0.14
C 1.01 -1.25 0.38
N 0.09 0.01 -1.59
C -1.18 -0.02 0.44
O -1.99 1.07 0.26
O -1.86 -1.15 -0.01
H 2.07 1.14 0.08
H 0.88 1.44 1.34
H 0.64 2.12 -0.27
H 1.98 -1.32 -0.11
H 1.14 -1.20 1.45
H 0.45 -2.15 0.13
H -0.46 -0.80 -1.87
H 0.99 -0.04 -2.05
H -1.06 -0.03 1.62
H -1.26 1.78 0.42
H -2.69 -0.85 -0.38

5.
C4H11NO2 | ωB97M-V with the def2-TZVPD basis set

Results
⟨S²⟩ = 0.7543
2S+1 = 2
Orbital gap (alpha / beta) = 10.8 / 5.2 eV
Calculated total energy = -9899.953 eV
Total charge = +1

Atoms and positions in Å:
C -1.60 0.33 -0.62
O -2.66 1.09 -0.06
C -0.17 0.26 0.13
C 0.59 -0.88 -0.51
C 2.17 -0.56 -0.41
O 2.50 -0.72 0.96
N -0.47 0.10 1.57
H -1.38 0.63 -1.68
H -1.93 -0.70 -0.63
H -3.25 1.61 -0.68
H 0.15 1.31 0.11
H 0.44 -1.85 0.07
H 0.24 -0.95 -1.61
H 2.65 -1.24 -1.01
H 2.20 0.48 -0.98
H -1.42 0.59 1.64
H 1.83 -0.18 1.47
H 0.10 0.68 2.26

6.
C4H11NO2S | ωB97M-V with the def2-TZVPD basis set

Results
Orbital gap = 4.0 eV
Calculated total energy = -20739.719 eV
Total charge = 0

Atoms and positions in Å:
C -0.53 -1.06 -0.52
C -1.07 0.10 -1.39
C -0.04 0.45 -2.48
S 2.66 -0.04 -0.17
C -0.86 -0.94 0.98
N -0.27 0.16 1.58
O -1.71 -1.62 1.51
H -0.88 -2.07 -0.75
H 0.56 -1.05 -0.60
H -1.22 0.96 -0.75
H -1.99 -0.25 -1.93
H 0.92 0.66 -1.97
H 0.29 -0.38 -3.15
H 3.68 0.79 0.18
H -0.79 1.21 1.55
H 0.75 0.08 1.47
H -0.31 1.33 -3.04
H -1.46 3.09 1.37
O -1.42 2.19 1.06